(1)
Density functional theory data (the ωB97M-V functional and the def2-TZVPD basis) for a molecular structure, C53H107InN5O13.

```
179
Properties=species:S:1:pos:R:3
In 1.20537 1.51724 -0.01780
C -0.48486 -1.33969 -3.65795
C 0.33707 -0.81894 -2.51186
O 1.10975 0.13599 -2.68331
O 0.00348 -1.08280 -1.33933
H -1.03221 -0.67299 -4.32430
H -1.20541 -1.97508 -3.14299
H 0.13712 -1.94986 -4.31288
C -1.25159 4.24361 3.89762
C 0.14469 3.67472 3.69908
O 1.06053 3.69070 4.63281
O 0.41544 3.10744 2.56499
H -1.16487 4.58164 4.93024
H -2.15346 3.64216 3.78372
H -1.24732 5.08732 3.20751
C 2.81201 6.25197 -0.26817
C 2.25126 4.83742 -0.04527
O 2.64033 4.22171 0.93955
O 1.57341 4.29392 -0.97413
H 2.73623 6.57405 -1.30674
H 3.88736 6.30476 -0.09804
H 2.35115 7.03912 0.32857
C 3.79459 -1.16978 3.44741
C 2.90866 -0.15912 2.64997
O 3.28333 0.99105 2.46164
O 1.95790 -0.58741 1.95130
H 4.55722 -1.59007 2.79178
H 3.35297 -2.04608 3.92194
H 4.23940 -0.50114 4.18441
C -2.18130 -2.11701 5.18991
C -1.33424 -2.20946 6.46414
C -0.15600 -3.24977 6.20802
C 1.00911 -2.60063 5.34458
C 1.34965 -1.26632 6.09398
C 0.13002 -0.21351 6.25541
N -0.88689 -0.93782 7.05470
O -1.89658 -0.18198 7.74843
C 0.64902 0.82373 7.25667
C -0.36482 0.39290 4.89888
C -2.23054 -2.89487 7.51413
H -2.64074 -1.13810 5.32685
H -2.98955 -2.84705 5.14671
H -1.71117 -2.14295 4.20685
H 0.43974 -3.69320 7.00586
H -0.54352 -4.04463 5.57074
H 0.72067 -2.33200 4.32834
H 1.72640 -3.40083 5.16217
H 2.16260 -0.76728 5.56655
H 1.74988 -1.64049 7.03627
H -0.00915 1.69136 7.30268
H 0.86264 0.45806 8.26104
H 1.55631 1.28042 6.86125
H -0.94095 -0.20278 4.19083
H -1.07054 1.18465 5.15028
H 0.55473 0.82801 4.50744
H -3.10176 -2.24751 7.61410
H -1.76795 -2.89198 8.50109
H -2.68686 -3.80418 7.12293
H -1.52407 -0.04608 8.62271
C 2.32497 -7.66686 0.30722
C 1.60173 -6.58567 1.25121
C 2.70433 -5.48302 1.41863
C 2.08951 -4.12626 2.01105
C 0.91054 -3.78633 1.18695
C -0.26924 -4.83180 1.12021
N 0.35041 -6.11502 0.69414
O -0.61411 -7.20857 0.59129
C -1.03121 -4.97195 2.52530
C -1.15801 -4.42509 -0.07093
C 1.54443 -7.24655 2.66144
H 1.68866 -8.42065 -0.15647
H 3.21295 -8.14373 0.72218
H 2.56718 -7.03747 -0.54911
H 3.56933 -5.80288 1.99963
H 3.17948 -5.31163 0.45273
H 2.78460 -3.28684 1.99306
H 1.74470 -4.20846 3.04180
H 1.28227 -3.62854 0.17452
H 0.66956 -2.76610 1.48554
H -1.69885 -4.12340 2.67470
H -1.50613 -5.95257 2.49478
H -0.21973 -4.91316 3.25066
H -1.13653 -3.35347 -0.26907
H -0.86819 -4.79632 -1.05393
H -2.18354 -4.79141 -0.02408
H 2.44567 -7.75117 3.00962
H 0.67295 -7.85416 2.90523
H 1.32901 -6.52012 3.44501
H -0.75811 -7.34602 1.53042
C -4.21577 2.86531 -1.54011
C -3.38737 3.08259 -0.33695
C -4.32006 3.33888 0.90627
C -5.21601 2.16696 1.41813
C -4.35286 0.96544 1.72594
C -3.29321 0.63577 0.61648
N -2.61152 1.83322 0.06845
O -1.86420 1.37601 -0.94429
C -2.22767 -0.14109 1.46374
C -3.90734 -0.29039 -0.45661
C -2.34755 4.16939 -0.65976
H -3.61902 2.56537 -2.40151
H -4.74703 3.80140 -1.71218
H -5.04952 2.16928 -1.44791
H -3.67734 3.35029 1.78653
H -4.87075 4.27897 0.87355
H -6.02168 1.95009 0.71672
H -5.59658 2.40862 2.41053
H -5.08395 0.15735 1.75049
H -4.09727 1.02098 2.78409
H -2.54891 -1.04241 1.98578
H -1.35936 -0.39774 0.85690
H -1.64778 0.33272 2.25578
H -4.25646 0.12479 -1.40204
H -3.20821 -1.03462 -0.83800
H -4.63402 -0.99312 -0.04891
H -1.74120 4.34526 0.22878
H -2.75604 5.08039 -1.09716
H -1.64638 3.75300 -1.38300
H -2.59076 1.08835 -1.50195
C -5.62463 1.82665 -4.93135
C -4.33482 1.87694 -5.77258
C -4.54143 3.16647 -6.58445
C -3.29789 3.80952 -7.14072
C -2.09992 3.83837 -6.19932
C -1.77113 2.43906 -5.55442
N -3.03957 1.93522 -5.05823
O -2.86746 0.97484 -4.01466
C -1.03985 1.44347 -6.52937
C -0.82934 2.76775 -4.48694
C -4.30831 0.73935 -6.86656
H -5.68808 2.44624 -4.03683
H -5.70582 0.79405 -4.59187
H -6.54713 1.98559 -5.48976
H -5.35369 2.94830 -7.27780
H -5.13019 3.84105 -5.96283
H -3.43054 4.80808 -7.55710
H -2.97537 3.20879 -7.99113
H -2.41739 4.34773 -5.28945
H -1.30756 4.20890 -6.84968
H -1.67308 1.36550 -7.41314
H -0.06586 1.85654 -6.79169
H -1.00011 0.42776 -6.13584
H -0.05511 2.00162 -4.44552
H -0.20526 3.64757 -4.64360
H -1.21749 2.84894 -3.47163
H -3.73730 1.03974 -7.74509
H -5.29619 0.42649 -7.20465
H -3.84604 -0.21396 -6.61043
H -2.58768 0.15060 -4.41957
C 5.80976 3.00275 -3.10634
C 4.50246 2.17030 -3.27387
C 4.70213 1.36254 -4.60773
C 5.76356 0.13595 -4.44030
C 5.16835 -0.73815 -3.24053
C 5.08320 0.02866 -1.91546
N 4.30046 1.31640 -2.09426
O 3.99592 2.08690 -0.95617
C 4.21018 -0.88510 -0.91019
C 6.51087 0.12328 -1.29595
C 3.42317 3.27222 -3.50108
H 6.10116 3.38117 -4.08613
H 6.66773 2.39552 -2.81781
H 5.62747 3.69820 -2.28707
H 3.82242 1.00116 -5.14029
H 5.21956 1.82818 -5.44651
H 6.80114 0.42518 -4.27331
H 5.90253 -0.40987 -5.37351
H 5.86533 -1.56931 -3.34781
H 4.12809 -0.99872 -3.43561
H 4.01208 -0.22812 -0.06329
H 3.19473 -1.19680 -1.15477
H 4.72433 -1.77518 -0.54756
H 6.92871 -0.82615 -0.96116
H 7.28495 0.56750 -1.92170
H 6.61448 0.90481 -0.54323
H 3.37110 3.80881 -4.44843
H 3.59421 4.07241 -2.78098
H 2.42870 2.90755 -3.24391
H 4.80940 2.58402 -0.84340
```

Net charge: -1
Spin multiplicity: 1
Kohn-Sham gap in eV: 3.68

---

(2)
Density functional theory data (the ωB97M-V functional and the def2-TZVPD basis) for a molecular structure, C53H107InN5O13.

```
179
Properties=species:S:1:pos:R:3
In 8.63824 11.74339 -11.21920
C 5.25761 14.37920 -13.91365
C 6.65384 13.94536 -13.44352
O 7.54787 13.55463 -14.17037
O 6.92344 13.94614 -12.24853
H 4.54752 13.57815 -14.11904
H 5.47677 14.93318 -14.82644
H 4.73748 15.03777 -13.21805
C 8.90100 13.26006 -6.38032
C 8.77510 12.62293 -7.69494
O 9.70994 12.33204 -8.41245
O 7.61237 12.52859 -8.29057
H 9.29291 14.26919 -6.50750
H 9.58009 12.83163 -5.64318
H 7.93224 13.41077 -5.90400
C 5.77423 9.19527 -14.78455
C 6.69350 10.05680 -13.82437
O 7.74191 10.59447 -14.30128
O 6.33571 10.17254 -12.64161
H 5.81046 8.13356 -14.54050
H 5.94466 9.25674 -15.85939
H 4.73539 9.44480 -14.56861
C 13.03099 11.71854 -13.87777
C 11.60857 11.72171 -13.25799
O 11.44895 11.31034 -12.10395
O 10.57047 12.15701 -13.91976
H 13.83148 11.79712 -13.14215
H 13.12320 12.52805 -14.60185
H 13.13717 10.83557 -14.50799
C 13.28610 6.07798 -5.90266
C 11.75413 6.22237 -6.06944
C 11.11174 6.01037 -4.64180
C 10.98149 7.32610 -3.79230
C 10.37734 8.44555 -4.69783
C 11.18724 8.70563 -6.05778
N 11.40590 7.42373 -6.81223
O 12.16423 7.67059 -8.02885
C 10.23928 9.69020 -6.76991
C 12.46101 9.46639 -5.69094
C 11.11117 5.16046 -6.99321
H 13.61229 5.22403 -5.30895
H 13.79228 6.91549 -5.42259
H 13.79792 5.95117 -6.85663
H 10.16396 5.48965 -4.77840
H 11.62265 5.30304 -3.98853
H 11.94093 7.54352 -3.32293
H 10.27478 7.06297 -3.00526
H 10.32895 9.37424 -4.12923
H 9.41984 8.00465 -4.97513
H 10.15825 10.65155 -6.26262
H 10.79369 9.97147 -7.66524
H 9.25324 9.31213 -7.03988
H 12.95190 9.05612 -4.80844
H 13.16812 9.44867 -6.52027
H 12.18302 10.47350 -5.38023
H 10.05558 5.20984 -7.26040
H 11.22448 4.21130 -6.46942
H 11.77175 5.15568 -7.86022
H 13.03158 7.74428 -7.62404
C 3.89256 16.60302 -6.83678
C 4.52754 17.56916 -7.91266
C 5.61903 16.79276 -8.71055
C 5.09205 15.82780 -9.77183
C 4.10098 16.42852 -10.64554
C 2.97474 17.28224 -9.96362
N 3.55415 18.08820 -8.88154
O 2.64635 18.94028 -8.31793
C 2.22767 18.21588 -10.98364
C 1.89812 16.30989 -9.49061
C 5.21442 18.68258 -7.21664
H 3.06086 17.00931 -6.26119
H 4.57238 16.52951 -5.98794
H 3.64747 15.58066 -7.12457
H 6.20548 17.57898 -9.18597
H 6.20226 16.22737 -7.98372
H 4.69268 15.03934 -9.13392
H 5.85110 15.27028 -10.32056
H 3.71467 15.63431 -11.28436
H 4.55229 17.14570 -11.33116
H 1.28716 18.67772 -10.68324
H 2.79298 19.13107 -11.15956
H 2.13206 17.92948 -12.03099
H 1.01225 16.72988 -9.01423
H 1.56591 15.83331 -10.41289
H 2.30727 15.52513 -8.85433
H 5.49892 19.45865 -7.92720
H 6.10618 18.32273 -6.70344
H 4.57571 19.13490 -6.45798
H 2.86052 19.69130 -8.87625
C 1.65682 8.50524 -9.81521
C 1.88593 9.27257 -11.07595
C 0.72000 10.26611 -11.29483
C 0.56002 11.35163 -10.19673
C 1.83829 12.18953 -10.16606
C 3.17668 11.33318 -10.06201
N 3.05660 10.12209 -10.90441
O 4.17936 9.34875 -10.79922
C 4.32632 12.15536 -10.81038
C 3.40928 11.06310 -8.56949
C 1.97592 8.41393 -12.30592
H 1.48516 8.86499 -8.80070
H 2.49640 7.81352 -9.74638
H 0.82250 7.80750 -9.88707
H 0.93515 10.80382 -12.21823
H -0.20225 9.69914 -11.42171
H 0.28646 10.90142 -9.24249
H -0.23401 12.02984 -10.50922
H 1.73988 12.83155 -9.29072
H 1.95853 12.71492 -11.11348
H 5.37358 11.89925 -10.64991
H 4.25994 12.08191 -11.89587
H 4.16052 13.22090 -10.65155
H 2.48201 10.99256 -8.00090
H 4.06736 10.22015 -8.35862
H 3.93483 11.91260 -8.13331
H 1.92603 8.97769 -13.23747
H 1.01798 7.91413 -12.44955
H 2.82287 7.72779 -12.30820
H 4.69824 9.51215 -11.59020
C 9.61866 17.08948 -12.92662
C 10.67337 16.76678 -11.84648
C 11.49041 18.07014 -11.56218
C 12.26831 18.14680 -10.27716
C 11.37279 17.94605 -9.08341
C 10.43706 16.63455 -9.24486
N 9.90027 16.33754 -10.62158
O 9.10112 15.19046 -10.62553
C 11.23860 15.47627 -8.72959
C 9.24886 16.71153 -8.27321
C 11.56426 15.55862 -12.32054
H 8.73809 17.65328 -12.61869
H 9.10982 16.14108 -13.09902
H 10.01357 17.51343 -13.84989
H 12.20269 18.24640 -12.36821
H 10.74018 18.85966 -11.60568
H 12.89441 19.01714 -10.08069
H 12.97317 17.32022 -10.36683
H 10.73525 18.82971 -9.05558
H 11.89431 17.76002 -8.14452
H 11.13771 15.33718 -7.65322
H 11.13440 14.51938 -9.24107
H 12.29389 15.72680 -8.83775
H 8.39843 17.21746 -8.73025
H 8.74545 15.76574 -8.07280
H 9.48844 17.22586 -7.34253
H 11.00759 14.67239 -12.62519
H 12.05374 15.15340 -11.43492
H 12.26702 15.62627 -13.15100
H 8.22307 15.50609 -10.85139
C 10.46561 6.14651 -10.94128
C 9.66379 7.33129 -11.57533
C 8.59923 6.73567 -12.51672
C 7.43814 5.98210 -11.85580
C 6.84590 7.00628 -10.85692
C 7.77027 7.78781 -9.76558
N 8.95738 8.25188 -10.62989
O 9.83154 9.01947 -9.91985
C 6.96736 9.08889 -9.19587
C 8.16559 6.88185 -8.61191
C 10.70445 8.06238 -12.41105
H 10.88409 6.48442 -9.99323
H 11.25238 5.80703 -11.61497
H 9.88340 5.25389 -10.71245
H 8.12940 7.65747 -12.85970
H 8.94792 6.19340 -13.39562
H 7.77627 5.04965 -11.40380
H 6.68435 5.62143 -12.55567
H 6.04046 6.54997 -10.28146
H 6.42799 7.83793 -11.42420
H 6.75600 9.83421 -9.96264
H 5.96996 8.73410 -8.93621
H 7.35276 9.42942 -8.23483
H 9.08723 6.34412 -8.83442
H 8.27421 7.51444 -7.73093
H 7.41747 6.11189 -8.42324
H 11.47703 8.43057 -11.73602
H 10.38157 9.00202 -12.85929
H 11.11599 7.45852 -13.21981
H 10.13106 8.33256 -9.31981
```

Net charge: -1
Spin multiplicity: 1
Kohn-Sham gap in eV: 3.68

---

If we sort the structures by their calculated energies, the order from most to least stable is (2), (1).

---

(1)
Density functional theory data (the ωB97M-V functional and the def2-TZVPD basis) for a single C5H5NO3 molecule.

```
14
Properties=species:S:1:pos:R:3
O -1.61269 1.91398 0.27389
C -1.50884 0.71201 0.23803
O -0.35625 0.05095 0.24487
C 0.82886 0.82605 0.23881
C 2.03337 -0.04683 0.12515
N 2.62950 -0.86460 0.84188
C -2.63636 -0.20282 0.20233
C -3.60144 -0.92832 0.25100
H 0.81630 1.52801 -0.60902
H 0.90451 1.40531 1.17180
H -4.52591 -1.47475 0.33444
O 2.39329 -0.71643 -1.34342
H 1.58841 -0.63982 -1.87170
H 3.04725 -1.56275 -0.09807
```

Spin multiplicity: 1
Kohn-Sham gap in eV: 10.59
SMILES: [H]/N=C(\O)COC(=O)C#C

---

(2)
Density functional theory data (the ωB97M-V functional and the def2-TZVPD basis) for 2 unconnected molecules or ions with the total composition C5H5NO3.

```
14
Properties=species:S:1:pos:R:3
C 0.26622 0.05804 -2.05711
C -0.34659 -1.26800 -1.98221
C -0.44993 -0.07795 -0.00049
C -0.14822 -0.05529 3.62888
C 0.50883 0.43568 -0.73237
N -0.60210 -1.34423 -0.77182
O 0.36082 0.89631 3.23922
O -0.48782 -1.08522 3.97581
O 0.71750 1.82627 -0.44229
H 0.74769 0.61508 -2.88782
H -0.44989 -2.10540 -2.72900
H -1.28271 0.63181 -0.15909
H -0.32702 -0.59183 0.87953
H 1.49324 2.06472 0.03877
```

Spin multiplicity: 1
Kohn-Sham gap in eV: 9.00
SMILES: OC1=CC=NC1.O=C=O

---

If we sort the structures by their calculated energies, the order from most to least stable is (2), (1).

---

(1)
Density functional theory data (the ωB97M-V functional and the def2-TZVPD basis) for a molecular structure, C12H16F3N2O4ReS3.

```
41
Properties=species:S:1:pos:R:3
Re 0.00551 -0.36209 0.48184
S 0.06484 1.23508 -1.10893
C 1.66775 1.28462 -1.70053
C 1.99602 2.18905 -2.73341
C 3.27437 2.22456 -3.20869
C 4.26936 1.37546 -2.67219
C 3.96866 0.49567 -1.67279
C 2.64481 0.43308 -1.18008
S 2.21606 -0.68678 0.02758
H 1.23475 2.85121 -3.13477
H 3.52903 2.91768 -4.00222
H 5.28137 1.42524 -3.05512
H 4.73042 -0.15341 -1.25134
C -2.59541 -4.46460 -2.07308
N -2.29882 -3.33996 -1.17463
C -2.82881 -3.48383 0.18487
C -1.32732 -2.45945 -1.42639
O -0.66118 -1.97812 -0.44236
N -1.03202 -2.07302 -2.66453
C -2.02843 -2.00983 -3.74061
C 0.27916 -1.49747 -2.98298
H -2.47580 -5.39020 -1.50875
H -1.90120 -4.48290 -2.90504
H -3.61723 -4.41793 -2.45222
H -3.86604 -3.80403 0.11265
H -2.79552 -2.53802 0.71224
H -2.26438 -4.23149 0.74343
H -3.02623 -2.18226 -3.35022
H -1.81550 -2.73111 -4.53016
H -1.99527 -1.00833 -4.17008
H 0.94869 -1.59058 -2.13722
H 0.17673 -0.44477 -3.24888
H 0.70715 -2.03517 -3.82862
F -1.71584 -1.83929 3.88534
C -0.68091 -1.16501 3.47277
F 0.19503 -0.97661 4.41265
F -0.07091 -1.88548 2.43335
S -1.20346 0.40193 2.71294
O -1.93522 -0.10352 1.50543
O -1.87701 1.19775 3.65631
O 0.12803 0.87972 2.14273
```

Net charge: +1
Spin multiplicity: 2
⟨S²⟩: 0.820
Kohn-Sham gap (alpha / beta) in eV: 6.06 / 7.36

---

(2)
Density functional theory data (the ωB97M-V functional and the def2-TZVPD basis) for a molecular structure, C12H16F3N2O4ReS3.

```
41
Properties=species:S:1:pos:R:3
Re 1.20710 0.84180 -0.27366
S 3.20652 -0.10428 -0.21523
C 3.60921 -0.27273 1.50678
C 4.84419 -0.75559 1.89005
C 5.12759 -0.88846 3.24876
C 4.18667 -0.54485 4.21079
C 2.94577 -0.05810 3.82484
C 2.66679 0.07390 2.46573
S 1.13572 0.72219 1.96241
H 5.58053 -1.02870 1.14431
H 6.09443 -1.26737 3.55249
H 4.42197 -0.65233 5.26069
H 2.20096 0.22171 4.55981
C -4.15272 -0.55922 -0.80613
N -2.95204 0.01747 -0.19374
C -3.13491 1.31166 0.46498
C -1.72795 -0.37802 -0.54098
O -0.77985 0.48090 -0.48851
N -1.49478 -1.63079 -0.94878
C -2.31238 -2.76343 -0.50256
C -0.23472 -1.95766 -1.61563
H -4.74413 0.25589 -1.22251
H -4.75800 -1.09896 -0.07908
H -3.87882 -1.22554 -1.61888
H -4.01673 1.24721 1.09951
H -3.28105 2.10309 -0.27272
H -2.27715 1.55538 1.08296
H -2.93643 -2.46248 0.33486
H -1.64186 -3.55292 -0.16643
H -2.94014 -3.15588 -1.30147
H 0.04941 -1.16664 -2.30697
H -0.38197 -2.86817 -2.19244
H 0.56926 -2.13421 -0.89768
F -0.75463 3.26492 -4.24672
C -0.85597 2.74404 -3.04329
F -1.32671 1.50748 -3.12969
F -1.66240 3.47243 -2.28627
S 0.83517 2.74943 -2.25958
O 1.57599 3.77809 -2.87619
O 1.37261 1.33703 -2.36045
O 0.61548 2.84172 -0.76335
```

Net charge: +1
Spin multiplicity: 2
⟨S²⟩: 1.103
Kohn-Sham gap (alpha / beta) in eV: 6.53 / 7.15

---

If we sort the structures by their calculated energies, the order from most to least stable is (1), (2).